No. 1
ORCA calculation (ωB97M-V/def2-TZVPD) on an isolated ion of composition C6H10N3 and charge +1 in a non-equilibrium geometry.

Geometry as XYZ:
```
19
Properties=species:S:1:pos:R:3:forces:R:3
C -1.936 -1.147 -0.191 3.134 -0.546 0.661
C -0.372 1.140 0.199 2.660 -1.705 0.368
C -2.323 0.151 0.452 -2.834 1.340 0.666
C 0.577 -1.171 0.072 -1.334 -0.670 0.121
C 1.463 -0.025 -0.546 0.911 -2.334 -1.485
C 2.500 0.140 0.536 4.498 0.904 -1.549
N -0.664 -1.477 -0.206 -1.838 0.194 -0.396
N 0.595 1.125 -0.742 0.796 -1.157 2.129
N -1.624 1.289 -0.104 -0.834 -0.051 1.468
H -2.772 -1.791 -0.490 0.887 -0.225 -0.548
H -3.454 0.318 0.359 1.563 -0.407 -0.030
H -2.118 0.132 1.521 0.080 -0.197 0.096
H 1.054 -1.920 0.814 -0.698 1.520 -1.025
H 1.993 -0.474 -1.550 -1.632 1.487 2.120
H 3.451 -0.630 0.516 -2.624 1.827 -0.200
H 1.990 0.017 1.412 -0.856 -0.137 2.770
H 2.922 1.215 0.541 -0.602 -1.809 -0.182
H 0.639 1.507 -1.617 -0.559 1.319 -2.873
H -1.920 1.601 -0.976 -0.716 0.647 -2.110
```
Forces are in eV/Å.

## Properties
Charge   +1
HOMO energy (spin up / spin down)   -12.650 / -12.649 eV

***

No. 2
ORCA calculation (ωB97M-V/def2-TZVPD) on a 2-piece molecular cluster, C3H2N5O6 overall in a non-equilibrium geometry.

Geometry as XYZ:
```
16
Properties=species:S:1:pos:R:3:forces:R:3
C 3.365 -1.752 0.968 -0.362 -0.443 -0.261
C 0.657 0.184 -0.301 -0.157 -2.373 -0.810
C -0.146 0.177 1.866 -2.291 0.185 -3.363
N 1.666 0.133 0.793 1.785 1.075 -2.080
N 1.119 0.303 1.922 0.933 -1.165 0.499
N -0.618 0.123 0.296 0.613 -0.439 4.136
N 0.939 1.382 -1.207 0.620 1.125 -0.752
N -1.019 0.283 2.885 -1.767 -0.133 1.955
O 2.528 -2.543 1.024 -0.834 -0.716 0.190
O 1.835 1.225 -2.029 -0.603 -0.052 0.639
O -2.225 0.511 2.650 0.385 0.022 -0.812
O 4.293 -1.087 0.874 1.400 1.001 0.064
O 0.296 2.415 -1.104 0.047 -0.629 0.338
O -0.657 0.093 4.060 0.608 0.192 -0.448
H 0.748 -0.653 -1.115 0.302 1.229 1.678
H -1.149 0.959 0.347 -0.680 1.120 -0.972
```
Forces are in eV/Å.

## Properties
Charge   -1
HOMO energy   -4.517 eV

***

No. 3
ORCA calculation (ωB97M-V/def2-TZVPD) on a 2-piece molecular cluster, C4H11N3O overall in a non-equilibrium geometry.

Geometry as XYZ:
```
19
Properties=species:S:1:pos:R:3:forces:R:3
N -0.003 -0.455 -1.563 -0.702 0.566 -0.401
C 0.611 0.823 -1.653 1.268 -2.548 0.258
C -0.080 1.867 -0.708 -0.708 0.696 2.117
N 0.175 1.614 0.661 -0.393 -0.410 -1.408
C -0.704 0.875 1.474 -1.472 1.887 0.498
C -0.424 -0.616 1.272 -0.062 -2.880 0.863
N -1.278 -1.462 0.867 0.554 2.267 -1.595
O 1.372 -2.142 -0.116 -0.143 0.190 0.396
H -0.942 -0.461 -1.180 -0.165 0.111 -0.752
H 0.519 -1.217 -1.100 0.885 0.186 0.015
H 1.616 0.692 -1.203 -0.001 0.174 -0.989
H 0.601 1.223 -2.697 -0.026 0.228 1.061
H -1.119 1.905 -1.078 0.126 0.221 0.532
H 0.533 2.755 -0.854 -0.275 0.331 -0.618
H 2.167 -2.552 0.252 -0.253 0.091 -0.293
H -0.468 1.149 2.510 0.071 -0.280 -0.059
H -1.815 1.043 1.320 1.131 -0.262 -0.316
H 0.557 -0.972 1.626 0.196 0.621 -0.893
H -0.701 -2.121 0.299 -0.032 -1.189 1.585
```
Forces are in eV/Å.

## Properties
Charge   0
HOMO energy   -8.313 eV

***

No. 4
ORCA calculation (ωB97M-V/def2-TZVPD) on C12H28ClO3P2Y as an isolated structure in a non-equilibrium geometry.

Geometry as XYZ:
```
47
Properties=species:S:1:pos:R:3:forces:R:3
C 0.391 -0.039 -4.840 -1.586 -0.128 -0.518
C 0.542 0.006 -3.436 4.803 -0.828 3.422
H 1.414 0.062 -5.192 0.369 0.037 -0.289
H -0.264 0.766 -5.181 -0.002 0.099 -0.136
H -0.079 -1.001 -5.133 0.205 0.271 0.158
O 1.257 -0.048 -2.495 -4.225 0.411 -4.777
Cl -2.482 -0.422 -2.261 0.063 0.011 -1.303
Y -0.576 -0.100 -0.803 0.420 0.085 5.670
P 0.159 2.683 -0.464 -0.386 0.840 0.144
C 1.508 3.553 0.453 0.377 -0.109 0.149
C 0.220 3.549 -2.094 -0.066 0.085 -0.073
H 0.096 4.625 -1.913 0.064 -0.215 -0.217
H -1.280 4.517 0.195 -0.063 -0.272 0.100
H -0.570 3.224 -2.792 0.097 0.079 0.392
H -2.293 3.081 -0.127 0.515 0.089 0.010
H 2.515 3.186 0.196 -0.428 0.054 -0.070
H 1.184 3.387 -2.594 -0.085 0.082 0.222
C -1.344 3.426 0.324 -0.232 -0.001 -0.122
H 1.469 4.624 0.196 -0.085 -0.338 0.052
H -1.411 3.190 1.397 0.280 0.023 -0.452
H 1.415 3.466 1.550 -0.220 -0.123 -0.516
P 0.418 -2.752 -0.148 -0.273 -0.687 0.267
C 1.804 -3.289 0.927 0.348 0.414 0.157
C -1.005 -3.478 0.777 -0.400 0.065 -0.070
H -0.140 -3.637 -2.376 0.116 -0.082 0.354
H 0.399 -4.914 -1.267 0.113 0.152 -0.082
H 1.584 -3.820 -2.025 -0.098 -0.001 0.198
C 0.584 -3.881 -1.580 -0.151 -0.063 -0.410
H -1.987 -3.237 0.331 0.487 -0.051 0.017
H -0.894 -4.571 0.775 0.000 0.241 0.063
H 1.838 -4.380 0.941 -0.068 0.043 -0.037
H 1.673 -2.939 1.959 -0.163 -0.019 -0.271
H -1.043 -3.121 1.818 0.227 -0.042 -0.414
H 2.785 -2.918 0.600 -0.293 -0.097 -0.119
C 2.020 0.064 -0.089 4.808 0.148 3.415
O 3.043 0.099 0.473 -4.694 -0.141 -2.649
C -0.354 1.066 3.256 0.028 0.494 0.561
C -0.919 -0.179 2.661 0.378 -1.192 0.097
C -2.247 -0.637 3.238 -0.456 0.371 0.086
O -0.859 -0.081 1.272 -0.471 0.208 -3.369
H -1.012 1.918 3.131 -0.210 0.174 -0.186
H 0.621 1.296 2.842 0.205 0.039 -0.261
H -0.209 0.967 4.319 0.019 -0.150 0.506
H -0.243 -1.013 2.864 0.356 -0.054 0.521
H -3.079 0.078 3.114 0.332 -0.261 -0.246
H -2.539 -1.635 2.893 -0.015 0.317 -0.252
H -2.112 -0.743 4.309 0.058 0.023 0.277
```
Forces are in eV/Å.

## Properties
Charge   +2
HOMO energy   -15.004 eV

***

No. 5
ORCA calculation (ωB97M-V/def2-TZVPD) on C29H30AgCl5FN2OTe as an isolated structure in a non-equilibrium geometry.

Geometry as XYZ:
```
70
Properties=species:S:1:pos:R:3:forces:R:3
Ag 0.321 -1.659 -1.240 -1.112 -1.083 -0.098
Cl -1.941 -2.956 0.735 -0.052 0.142 0.518
C -2.193 -3.681 -0.802 0.356 0.033 -0.564
C -1.394 -3.242 -1.863 -0.221 -0.200 0.098
C -1.681 -3.856 -3.075 -0.022 0.329 0.753
Cl -0.677 -3.465 -4.424 0.459 0.122 -0.765
C -2.714 -4.765 -3.275 -0.018 0.013 0.137
Cl -3.127 -5.340 -4.854 0.002 -0.146 -0.220
C -3.445 -5.197 -2.178 0.089 0.046 -0.091
Cl -4.688 -6.375 -2.370 -0.230 -0.201 -0.050
C -3.161 -4.672 -0.924 0.047 0.117 -0.057
Cl -4.039 -5.253 0.446 -0.134 -0.042 0.248
C 3.525 -0.886 -5.814 -0.080 0.011 0.010
C 2.139 -0.663 -5.204 0.032 0.198 -0.499
C 2.099 -1.141 -3.842 0.010 -0.180 0.565
N 2.110 -1.521 -2.759 0.575 0.129 -0.623
H 3.552 -0.509 -6.835 0.024 0.017 -0.033
H 3.767 -1.948 -5.824 0.026 -0.013 -0.018
H 4.282 -0.372 -5.226 0.065 0.037 -0.011
H 1.381 -1.199 -5.782 -0.035 0.093 0.062
H 1.873 0.399 -5.192 -0.049 -0.108 -0.028
C -1.215 0.170 -4.156 0.187 0.230 0.053
C -0.535 0.832 -2.949 0.009 0.414 -0.953
O -0.043 1.978 -3.089 -0.139 0.223 -0.530
N -0.557 0.177 -1.828 -0.304 -0.530 1.051
Te 0.658 1.026 -0.299 0.626 0.459 0.594
C 1.706 2.068 1.661 0.027 -0.005 -0.117
C 3.038 1.801 2.006 -0.112 -0.091 -0.173
C 3.816 0.695 1.339 -0.041 0.025 -0.073
C 3.685 2.506 3.016 0.039 0.147 0.170
C 3.042 3.508 3.718 0.099 -0.006 0.114
C 3.732 4.267 4.820 -0.072 -0.022 -0.112
C 1.731 3.802 3.374 0.076 0.039 0.113
C 1.078 3.107 2.366 -0.095 0.021 -0.051
C -0.342 3.484 2.047 -0.029 0.066 0.068
C -0.889 0.432 1.040 -0.041 0.023 0.030
C -0.607 -0.379 2.142 0.245 0.028 0.013
C 0.764 -0.926 2.363 0.069 -0.161 -0.044
C -1.621 -0.725 3.025 -0.167 0.055 0.056
C -2.927 -0.313 2.823 -0.042 0.050 0.030
C -4.030 -0.726 3.756 0.029 0.007 -0.057
C -3.201 0.473 1.716 0.045 -0.071 0.120
C -2.203 0.856 0.828 -0.080 0.063 -0.177
C -2.601 1.703 -0.343 -0.033 0.119 -0.084
H -1.233 0.867 -4.994 0.008 0.031 0.005
H -2.231 -0.119 -3.893 -0.012 -0.115 0.000
H -0.672 -0.727 -4.441 -0.060 -0.166 0.002
H 3.355 0.398 0.399 0.068 -0.109 0.015
H 3.852 -0.183 1.987 0.004 -0.115 -0.051
H 4.845 1.006 1.147 0.069 -0.009 -0.025
H 4.712 2.256 3.268 0.094 -0.009 0.009
H 4.708 3.834 5.038 0.064 0.014 0.028
H 3.136 4.248 5.734 0.017 0.048 0.073
H 3.875 5.311 4.533 0.059 0.072 0.084
H 1.213 4.588 3.916 -0.082 0.074 -0.002
H -0.587 4.469 2.448 -0.030 0.062 0.012
H -1.036 2.758 2.474 -0.091 -0.020 -0.045
H -0.492 3.494 0.968 -0.108 0.002 -0.030
H 1.020 -1.623 1.561 0.087 -0.134 -0.061
H 0.831 -1.452 3.313 -0.019 -0.068 0.119
H 1.486 -0.117 2.347 0.116 -0.050 0.094
H -1.388 -1.357 3.875 0.039 -0.034 0.029
H -3.632 -1.276 4.607 0.002 -0.029 0.087
H -4.740 -1.373 3.241 -0.087 -0.052 0.001
H -4.574 0.144 4.127 -0.057 0.006 0.048
H -4.220 0.794 1.531 -0.064 0.053 -0.020
H -3.416 2.378 -0.073 -0.013 0.030 0.053
H -2.936 1.067 -1.163 0.046 0.008 -0.051
H -1.755 2.281 -0.717 -0.134 0.067 -0.064
F 1.412 -3.185 -0.305 0.057 0.048 0.316
```
Forces are in eV/Å.

## Properties
Charge   -2
HOMO energy (spin up / spin down)   -1.165 / -1.218 eV
2S+1   2

***

No. 6
ORCA calculation (ωB97M-V/def2-TZVPD) on an isolated ion of composition CH3O2S and charge -1 in a non-equilibrium geometry.

Geometry as XYZ:
```
7
Properties=species:S:1:pos:R:3:forces:R:3
O 0.405 -0.723 2.277 -0.314 -0.646 0.663
S 1.045 0.405 1.478 -0.655 0.582 -2.587
C 0.158 -0.126 -0.489 0.563 0.663 1.301
O -0.853 0.572 -1.343 1.226 -0.167 -0.139
H -0.394 -0.854 0.107 0.343 -0.486 -0.460
H 1.091 -0.514 -1.079 -2.292 0.854 0.604
H -1.451 1.239 -0.950 1.129 -0.800 0.618
```
Forces are in eV/Å.

## Properties
Charge   -1
HOMO energy   -1.665 eV
Structure (SMILES)   [O-]SCO

***

No. 7
ORCA calculation (ωB97M-V/def2-TZVPD) on a 2-piece molecular cluster, C4H5N2O3S2 overall in a non-equilibrium geometry.

Geometry as XYZ:
```
16
Properties=species:S:1:pos:R:3:forces:R:3
C -0.630 -1.133 1.281 1.556 -0.891 -0.701
C -1.989 0.626 0.595 -0.484 -0.227 -2.042
C -1.535 -0.175 1.591 0.450 0.202 -1.276
C -0.496 -0.330 -0.778 0.023 -0.739 -2.358
N -0.014 -1.174 0.103 -0.519 -1.358 1.459
N -1.555 0.430 -0.668 -0.950 1.531 1.331
O 3.399 1.552 -0.894 1.980 2.567 -1.265
O 2.235 -0.513 -1.329 0.635 0.280 0.525
O 1.118 1.248 0.018 2.466 -0.416 -0.650
S 0.169 -0.461 -2.454 -3.100 0.767 -1.302
S 2.410 0.657 -0.466 -1.875 -2.384 3.535
H -0.407 -1.885 2.048 0.344 0.171 -0.468
H -2.825 1.313 0.700 0.197 0.080 0.159
H -1.800 -0.164 2.555 -1.556 0.531 3.375
H 3.093 0.091 0.736 -1.402 0.649 -1.426
H -1.174 -0.081 -3.038 2.233 -0.762 1.103
```
Forces are in eV/Å.

## Properties
Charge   -1
HOMO energy   -4.770 eV